Record 1
C3H24NO7 | the ωB97M-V functional and the def2-TZVPD basis

Last column: Mulliken charge in e.
Cartesian coordinates (Å):
C 0.39 -0.34 -0.67  -0.7604
C 1.65 -0.65 0.15  0.4617
C 2.84 -1.01 -0.71  -1.2842
N -0.77 0.11 0.20  0.0238
H 0.49 0.37 -1.52  0.3241
H -0.05 -1.17 -1.23  0.3683
H 1.34 -1.40 0.92  0.2519
H 1.89 0.23 0.80  -0.2350
H 2.62 -1.45 -1.68  0.3579
H 3.47 -0.12 -0.85  0.3008
H 3.45 -1.83 -0.29  0.3460
H -1.25 -0.71 0.58  0.4143
H -0.56 0.67 1.04  0.3118
H -1.35 0.77 -0.38  0.2037
H -1.20 0.34 -4.65  0.2790
H -0.62 -1.03 -4.51  0.3032
O -1.10 -0.36 -4.00  -0.5880
H -0.52 3.26 -0.15  0.2995
H -2.02 3.35 -0.83  0.2720
O -1.26 2.81 -0.58  -0.5865
H -1.59 -2.25 2.31  0.3572
H -1.72 -1.36 3.46  0.3056
O -1.26 -1.38 2.61  -0.6493
H 1.66 2.28 1.67  0.2683
H 0.29 3.01 1.92  0.3456
O 0.74 2.36 1.37  -0.6069
H -3.32 0.58 -2.04  0.2501
H -2.32 -0.54 -2.61  0.3382
O -2.54 0.05 -1.86  -0.5900
H -1.94 -4.33 0.76  0.3145
H -0.79 -4.33 1.69  0.3180
O -1.59 -3.82 1.52  -0.6652
H 4.21 1.22 2.07  0.3019
H 4.07 2.71 1.71  0.2989
O 3.56 1.91 1.93  -0.6513

Its spin multiplicity is 1. The energy above the lowest of the compared OMol25 structures with the same formula, charge and spin is 0.0 kJ/mol. Its frontier orbital gap is 12.0 eV. The value obtained for the largest force on an atom is 1.90 eV/A. The total energy is -19318.1382 eV. The calculation puts the HOMO energy at -14.1880 eV. Its net charge is +1. Its LUMO energy is -2.23 eV.

Record 2
C4H5NO | the ωB97M-V functional and the def2-TZVPD basis

Last column: Mulliken charge in e.
Cartesian coordinates (Å):
C -0.35 -0.90 1.45  -0.9920
C -0.11 -0.13 0.18  0.5976
N -0.68 -0.11 -1.03  -0.1001
C -0.07 0.84 -1.90  -0.6839
C 0.87 1.35 -1.09  -0.2402
O 0.80 0.81 0.20  -0.2945
H 0.50 -1.57 1.65  0.2696
H -1.25 -1.50 1.36  0.3280
H -0.44 -0.24 2.32  0.2842
H -0.89 -0.63 -1.88  0.4493
H 1.63 2.08 -1.26  0.3820

Its spin multiplicity is 1. The energy above the lowest of the compared OMol25 structures with the same formula, charge and spin is 336.2 kJ/mol. Its frontier orbital gap is 9.1 eV. The value obtained for the largest force on an atom is 2.48 eV/A. The total energy is -7763.0424 eV. The calculation puts the HOMO energy at -8.3501 eV. Its net charge is 0. Its LUMO energy is 0.72 eV.

Record 3
C38H40N3O3 | the ωB97M-V functional and the def2-TZVPD basis

Last column: Mulliken charge in e.
Cartesian coordinates (Å):
C -1.53 -6.95 3.35  -0.9111
O -2.29 -5.75 3.05  -0.4268
C -1.68 -4.56 3.25  0.2233
C -2.34 -3.41 2.74  -0.3138
C -1.64 -2.22 2.70  0.8068
C -0.33 -2.15 3.23  -0.0153
C 0.31 -3.24 3.81  -1.1288
C -0.39 -4.45 3.85  -0.7599
N 0.14 -0.85 3.02  0.3050
C 1.45 -0.40 3.46  -0.8708
C -0.80 -0.10 2.38  -0.5901
C -1.95 -0.89 2.16  0.8907
C -3.23 -0.58 1.64  -0.6168
C -3.61 -0.04 0.37  0.4242
C -3.80 1.32 0.23  -0.0035
N -4.35 1.63 -0.97  0.1164
C -4.81 2.95 -1.38  -0.9250
C -4.51 0.46 -1.71  -0.3439
C -4.04 -0.63 -0.92  0.2604
C -4.05 -1.90 -1.46  -0.0110
C -4.52 -2.05 -2.80  0.5332
O -4.35 -3.19 -3.53  -0.4562
C -3.45 -4.20 -3.03  -0.7613
C -5.10 -0.97 -3.52  -0.8487
C -5.04 0.31 -2.99  -0.6358
H -2.12 -7.75 2.92  0.2521
H -0.53 -6.92 2.89  0.4188
H -1.44 -7.09 4.43  0.3540
H -3.35 -3.46 2.33  0.4319
H 1.31 -3.16 4.22  0.2687
H 0.07 -5.34 4.27  0.4599
H 2.10 -1.27 3.60  0.3260
H 1.89 0.27 2.71  0.3476
H 1.40 0.15 4.42  0.2428
H -0.64 0.94 2.11  0.5299
H -4.05 -1.00 2.24  0.5888
H -3.60 2.05 0.99  -0.3067
H -4.83 3.00 -2.47  0.3603
H -5.82 3.18 -0.99  0.2780
H -4.13 3.72 -1.01  0.3172
H -3.65 -2.74 -0.89  0.4487
H -3.49 -4.97 -3.80  0.2479
H -2.43 -3.80 -2.93  0.3439
H -3.78 -4.60 -2.06  0.2870
H -5.50 -1.15 -4.51  0.4394
H -5.41 1.17 -3.54  0.2749
O -3.87 3.66 5.76  -0.7127
C -2.63 4.26 5.39  2.6116
C -2.56 5.52 6.27  -0.3911
C -3.21 5.47 7.49  -0.3590
C -3.37 6.64 8.25  -0.8101
C -2.82 7.85 7.80  -0.4296
C -2.04 7.86 6.64  -0.9601
C -1.90 6.70 5.88  -0.0620
C -1.47 3.29 5.69  -0.7368
C -1.67 1.92 5.79  -0.2651
C -0.65 1.11 6.32  -0.8156
C 0.57 1.68 6.70  -0.6504
C 0.79 3.05 6.52  -0.8683
C -0.21 3.84 5.94  -0.1871
C -2.67 4.59 3.90  -0.0701
C -3.71 5.68 3.55  -0.7084
C -3.99 5.42 2.08  -0.7949
C -3.69 3.94 1.89  -0.7440
N -3.12 3.44 3.12  0.0616
H -4.12 3.02 5.06  0.5126
H -3.62 4.53 7.84  0.4287
H -3.93 6.59 9.18  0.3900
H -2.98 8.77 8.37  0.3949
H -1.54 8.78 6.31  0.3783
H -1.27 6.71 4.98  0.3418
H -2.62 1.46 5.48  0.4148
H -0.84 0.04 6.44  0.4520
H 1.36 1.06 7.15  0.4878
H 1.72 3.53 6.82  0.4060
H -0.03 4.89 5.70  0.3280
H -1.66 4.93 3.57  0.2424
H -4.61 5.50 4.15  0.3578
H -3.34 6.69 3.76  0.4585
H -5.02 5.65 1.80  0.3471
H -3.32 6.02 1.43  0.3084
H -4.65 3.43 1.71  0.5480
H -3.01 3.80 1.03  0.3868
H -2.46 2.67 3.06  -0.1442

Its spin multiplicity is 1. Its frontier orbital gap is 5.1 eV. The value obtained for the largest force on an atom is 2.56 eV/A. The total energy is -50659.1495 eV. The calculation puts the HOMO energy at -10.1920 eV. Its net charge is +1. Its LUMO energy is -5.05 eV.

Record 4
C19H30N2 | the ωB97M-V functional and the def2-TZVPD basis

Last column: Mulliken charge in e.
Cartesian coordinates (Å):
C 1.47 5.59 1.82  -1.2041
C 1.71 4.72 0.59  -0.4997
C 0.54 3.79 0.27  -0.7075
C 0.32 2.70 1.31  -0.7342
C -0.79 1.74 0.89  -0.6884
C -0.95 0.56 1.85  -0.7070
H -0.90 0.92 2.88  0.5146
H -1.94 0.11 1.70  0.4043
C 0.11 -0.53 1.66  -1.4703
N 0.01 -1.18 0.38  0.1783
C 0.88 -0.90 -0.64  0.8609
C 0.69 -1.31 -1.92  0.6924
C -0.46 -2.07 -2.33  0.4619
N -0.78 -2.44 -3.52  -0.9308
H -0.11 -2.15 -4.23  0.1958
C -1.31 -2.42 -1.21  0.7259
C -1.07 -1.99 0.06  0.4085
C -2.02 -2.50 1.10  -1.3039
C -2.11 -4.03 0.98  -0.8452
C -2.48 -4.48 -0.44  -0.5877
C -2.50 -3.30 -1.43  -1.4740
H -3.41 -2.72 -1.28  0.3463
H -2.47 -3.66 -2.46  0.3658
H -1.76 -5.22 -0.79  0.3286
H -3.47 -4.95 -0.44  0.3064
H -1.14 -4.45 1.25  0.3428
H -2.84 -4.40 1.70  0.3676
H -1.71 -2.25 2.12  0.3973
H -3.01 -2.08 0.94  0.3572
C 1.82 -0.85 -2.80  -1.1921
H 2.16 -1.63 -3.47  0.4713
H 1.49 0.00 -3.42  0.3047
C 2.90 -0.42 -1.80  -0.9586
H 3.48 0.43 -2.15  0.3777
H 3.59 -1.25 -1.64  0.2846
C 2.16 -0.12 -0.49  -0.5498
H 2.74 -0.43 0.38  0.3977
H 1.95 0.95 -0.40  -0.1946
H 1.10 -0.08 1.73  0.6122
H 0.03 -1.27 2.46  0.4106
H -1.73 2.29 0.84  0.5984
H -0.59 1.35 -0.11  0.2072
H 0.04 3.16 2.27  0.4585
H 1.25 2.16 1.46  0.3304
H -0.37 4.39 0.17  0.3684
H 0.73 3.32 -0.70  0.3557
H 2.61 4.12 0.75  0.2795
H 1.89 5.36 -0.27  0.3585
H 1.38 4.99 2.72  0.2994
H 0.55 6.17 1.70  0.2867
H 2.29 6.28 1.96  0.3916

Its spin multiplicity is 1. The energy above the lowest of the compared OMol25 structures with the same formula, charge and spin is 23.4 kJ/mol. Its frontier orbital gap is 8.0 eV. The value obtained for the largest force on an atom is 0.62 eV/A. The total energy is -23170.6467 eV. The calculation puts the HOMO energy at -7.2377 eV. Its net charge is 0. Its LUMO energy is 0.75 eV.

Record 5
C17H25MnN4OSeSi | the ωB97M-V functional and the def2-TZVPD basis

Last column: Mulliken charge in e.
Cartesian coordinates (Å):
Mn 0.35 -0.09 0.06  0.0279
C -1.16 -3.78 -0.35  -1.5173
C -2.01 -2.60 0.02  0.3250
C -3.39 -2.70 0.12  -0.5512
C -4.11 -1.57 0.50  -0.6522
C -3.47 -0.37 0.75  -0.6592
C -2.07 -0.34 0.62  0.9687
N -1.39 -1.45 0.28  0.2661
N -1.26 0.74 0.75  0.8480
Si -1.62 2.30 1.45  -0.4125
C 0.03 3.16 1.74  -0.5865
C -2.54 2.11 3.07  -1.0516
C -2.66 3.32 0.25  -1.1278
H -1.54 -4.27 -1.24  0.4076
H -1.15 -4.51 0.46  0.3086
H -0.13 -3.46 -0.53  0.2033
H -3.88 -3.64 -0.08  0.4572
H -5.19 -1.63 0.60  0.4315
H -4.02 0.51 1.02  0.3277
H 0.85 2.71 1.18  -0.2213
H 0.30 3.11 2.79  0.3128
H -0.03 4.21 1.46  0.3677
H -2.08 1.33 3.68  0.3123
H -3.59 1.85 2.93  0.3359
H -2.52 3.05 3.63  0.4028
H -2.23 3.29 -0.75  0.3216
H -2.69 4.36 0.57  0.4277
H -3.68 2.95 0.18  0.2913
N 2.36 -0.08 -0.67  -0.4210
C 2.95 1.22 -0.47  0.6522
C 3.94 1.39 0.49  -0.4676
C 4.44 2.65 0.74  -0.5559
C 3.96 3.75 0.03  -0.5495
C 2.98 3.57 -0.93  -0.5269
C 2.46 2.31 -1.18  -0.2799
H 2.96 -0.81 -0.31  0.3532
H 2.15 -0.25 -1.65  0.3664
H 4.31 0.53 1.05  0.3616
H 5.20 2.79 1.49  0.3912
H 4.35 4.73 0.23  0.3983
H 2.60 4.42 -1.48  0.3821
H 1.68 2.15 -1.92  0.3491
Se 1.45 -0.51 2.20  -0.0830
C -0.05 -0.93 3.18  0.2900
N -0.98 -1.20 3.80  -0.6038
C -1.23 0.39 -2.30  -0.5829
O 0.04 0.19 -1.73  -0.6281
H -1.72 1.27 -1.88  0.0051
H -1.89 -0.47 -2.14  0.2354
H -1.11 0.54 -3.38  0.3501

Its spin multiplicity is 5. The energy above the lowest of the compared OMol25 structures with the same formula, charge and spin is 1.0 kJ/mol. Its frontier orbital gap (alpha / beta) is 7.0 / 8.0 eV. The value obtained for the largest force on an atom is 0.53 eV/A. The total energy is -130589.7620 eV. The calculation puts the HOMO energy (alpha / beta) at -7.7795 / -7.8790 eV. Its net charge is 0. Its LUMO energy (alpha / beta) is -0.75 / 0.16 eV.

- Look up the net charge of the first one.
  +1